Entry 1:
The following is a DFT calculation (ωB97M-V with the def2-TZVPD basis set) of 13 unconnected molecules or ions with the total composition C39H68O39 at a distorted geometry.

The value obtained for the energy relative to the best compared isomer or geometry (same formula, charge and spin) is 0.0 kcal per mole. The value obtained for the calculated total energy is -121396.920 eV. The value obtained for the HOMO energy is -10.05 eV. The LUMO energy is 0.004 Ha. For the largest force on an atom, the calculation gives 2.63 eV/Å. As for the total charge: 0. The value obtained for the HOMO-LUMO gap is 10.15 eV.

Each line ends with the Löwdin charge.
Cartesian coordinates (Å):
C: 14.001 -2.480 -16.667  -0.132
C: 12.882 -1.537 -17.041  -0.105
O: 13.075 -1.247 -18.441  0.054
C: 14.348 -1.640 -18.755  -0.561
O: 14.860 -1.464 -19.806  0.168
O: 14.910 -2.351 -17.746  0.064
H: 13.721 -3.512 -16.468  0.100
H: 14.396 -2.103 -15.721  0.126
H: 13.011 -0.584 -16.526  0.128
H: 11.859 -1.877 -16.904  0.133
C: 23.992 -8.647 -21.984  -0.090
C: 24.350 -9.755 -21.014  -0.121
O: 23.171 -9.938 -20.268  0.051
C: 22.287 -8.925 -20.465  -0.528
O: 21.213 -8.760 -19.965  0.148
O: 22.698 -8.223 -21.531  0.067
H: 23.840 -8.973 -23.009  0.134
H: 24.725 -7.847 -21.907  0.133
H: 25.168 -9.481 -20.344  0.134
H: 24.672 -10.660 -21.528  0.135
C: 13.458 -7.584 -17.031  -0.059
C: 13.177 -8.253 -15.672  -0.111
O: 13.535 -7.260 -14.730  0.087
C: 13.408 -6.047 -15.300  -0.587
O: 13.426 -5.007 -14.706  0.131
O: 13.356 -6.194 -16.617  0.051
H: 12.777 -7.866 -17.822  0.136
H: 14.519 -7.737 -17.200  0.102
H: 13.921 -9.036 -15.530  0.113
H: 12.164 -8.655 -15.654  0.134
C: 17.612 -10.494 -15.156  -0.115
C: 16.268 -11.218 -15.077  -0.100
O: 15.645 -10.492 -14.015  0.041
C: 16.563 -9.810 -13.269  -0.564
O: 16.344 -9.187 -12.280  0.171
O: 17.738 -9.875 -13.881  0.070
H: 17.458 -9.672 -15.864  0.108
H: 18.413 -11.109 -15.556  0.106
H: 16.432 -12.197 -14.609  0.135
H: 15.712 -11.323 -16.001  0.112
C: 17.615 -8.265 -19.835  -0.075
C: 17.895 -9.774 -20.117  -0.085
O: 16.920 -10.397 -19.302  0.067
C: 16.317 -9.540 -18.481  -0.571
O: 15.440 -9.790 -17.710  0.141
O: 16.850 -8.324 -18.635  0.062
H: 17.006 -7.900 -20.660  0.138
H: 18.530 -7.693 -19.729  0.096
H: 18.910 -10.086 -19.875  0.114
H: 17.721 -9.932 -21.180  0.133
C: 19.261 -1.381 -14.900  -0.018
O: 19.123 -2.746 -14.494  -0.023
C: 19.717 -3.170 -13.405  -0.619
O: 20.270 -2.495 -12.563  0.129
O: 19.683 -4.510 -13.422  -0.026
C: 20.074 -5.361 -12.370  -0.029
H: 20.303 -1.314 -15.223  0.086
H: 19.087 -0.644 -14.122  0.096
H: 18.681 -1.199 -15.800  0.092
H: 19.574 -6.329 -12.367  0.104
H: 19.848 -4.933 -11.392  0.099
H: 21.136 -5.560 -12.530  0.086
C: 16.703 -4.856 -15.736  -0.033
O: 17.507 -5.994 -15.527  0.046
C: 18.261 -6.450 -16.498  -0.611
O: 18.455 -5.883 -17.550  0.113
O: 18.853 -7.544 -16.023  0.014
C: 19.636 -8.319 -16.921  -0.040
H: 15.969 -4.777 -14.943  0.063
H: 16.087 -4.864 -16.640  0.100
H: 17.230 -3.904 -15.800  0.098
H: 20.645 -8.502 -16.552  0.060
H: 19.850 -7.763 -17.835  0.085
H: 19.106 -9.261 -17.025  0.076
C: 22.441 -7.788 -14.033  -0.028
O: 21.928 -8.101 -12.746  -0.021
C: 22.555 -7.752 -11.628  -0.633
O: 23.740 -7.527 -11.587  0.134
O: 21.675 -7.634 -10.655  0.007
C: 22.148 -7.286 -9.359  -0.029
H: 22.564 -6.716 -14.215  0.092
H: 21.668 -8.163 -14.693  0.068
H: 23.456 -8.143 -14.210  0.103
H: 22.852 -6.457 -9.296  0.099
H: 22.664 -8.159 -8.957  0.099
H: 21.280 -7.047 -8.753  0.096
C: 21.391 -5.044 -16.576  -0.025
O: 22.689 -4.532 -16.789  0.010
C: 23.165 -3.508 -16.093  -0.624
O: 22.515 -2.752 -15.423  0.142
O: 24.464 -3.471 -16.266  0.008
C: 25.243 -2.461 -15.653  -0.032
H: 20.691 -4.520 -17.224  0.100
H: 21.092 -4.799 -15.550  0.088
H: 21.333 -6.127 -16.636  0.080
H: 25.171 -2.565 -14.569  0.102
H: 24.829 -1.502 -15.973  0.100
H: 26.284 -2.518 -15.955  0.092
C: 20.124 -5.594 -20.884  -0.035
O: 21.091 -4.918 -21.674  0.012
C: 20.954 -4.888 -22.985  -0.630
O: 20.113 -5.462 -23.621  0.132
O: 21.984 -4.179 -23.455  -0.008
C: 22.227 -4.244 -24.859  -0.038
H: 19.181 -5.077 -21.055  0.111
H: 20.313 -5.457 -19.815  0.086
H: 20.160 -6.682 -20.928  0.069
H: 23.195 -3.814 -25.105  0.090
H: 21.510 -3.580 -25.347  0.099
H: 22.161 -5.292 -25.144  0.097
C: 22.114 -10.788 -17.215  -0.008
O: 20.712 -11.066 -17.173  -0.049
C: 20.254 -12.111 -17.872  -0.633
O: 20.958 -12.841 -18.521  0.139
O: 18.985 -12.243 -17.597  -0.013
C: 18.237 -13.238 -18.323  0.004
H: 22.571 -11.530 -16.560  0.097
H: 22.319 -9.780 -16.868  0.087
H: 22.467 -10.896 -18.233  0.076
H: 17.209 -13.225 -17.981  0.098
H: 18.792 -14.170 -18.295  0.099
H: 18.177 -12.904 -19.362  0.093
C: 15.770 -3.228 -12.813  -0.050
O: 15.230 -3.456 -11.531  0.016
C: 16.118 -3.603 -10.529  -0.603
O: 17.273 -3.875 -10.650  0.145
O: 15.422 -3.505 -9.407  0.015
C: 16.029 -3.917 -8.202  -0.049
H: 16.612 -3.913 -12.957  0.086
H: 16.189 -2.221 -12.899  0.107
H: 15.066 -3.424 -13.615  0.062
H: 15.315 -4.400 -7.540  0.093
H: 16.524 -3.052 -7.760  0.098
H: 16.802 -4.680 -8.335  0.094
C: 20.643 -11.048 -13.848  -0.029
O: 20.258 -12.340 -14.310  0.009
C: 21.203 -13.232 -14.544  -0.617
O: 22.393 -13.031 -14.507  0.121
O: 20.602 -14.366 -14.887  0.002
C: 21.355 -15.460 -15.386  -0.041
H: 21.626 -11.037 -13.376  0.100
H: 19.990 -10.730 -13.041  0.101
H: 20.666 -10.346 -14.679  0.077
H: 22.048 -15.880 -14.648  0.095
H: 21.976 -15.228 -16.248  0.100
H: 20.607 -16.243 -15.480  0.096

Entry 2:
The following is a DFT calculation (ωB97M-V with the def2-TZVPD basis set) of a molecular structure, C18H39ClFInNNbO4 at a distorted geometry.

The value obtained for the energy relative to the best compared isomer or geometry (same formula, charge and spin) is 143.8 kcal per mole. The value obtained for the calculated total energy is -50909.630 eV. The value obtained for the HOMO energy is -14.11 eV. The LUMO energy is -0.405 Ha. For the largest force on an atom, the calculation gives 5.83 eV/Å. As for the total charge: +2. The value obtained for the HOMO-LUMO gap is 3.09 eV.

Each line ends with the Löwdin charge.
Cartesian coordinates (Å):
C: 2.671 -1.156 2.125  -0.066
O: 1.344 -0.798 1.653  -0.298
C: 1.361 0.281 0.717  -0.275
Nb: -0.692 1.185 0.249  1.826
C: -1.541 -0.924 0.584  -0.171
C: -0.833 -2.075 -0.268  -0.221
C: -0.476 -3.362 0.633  -0.184
C: -0.138 -4.674 -0.263  -0.160
C: 0.966 -4.400 -1.409  -0.251
N: 2.075 -3.497 -0.991  0.007
C: -0.287 0.846 -1.950  -0.270
O: -1.244 -0.062 -2.631  -0.179
C: -0.746 -0.441 -3.917  -0.399
C: 0.512 -1.405 -4.169  0.016
O: -1.337 -0.028 -4.941  0.109
C: 0.130 3.326 0.155  -0.184
C: 1.074 3.669 -1.091  -0.428
C: 2.445 2.846 -1.177  -0.056
O: 1.500 5.061 -0.852  -0.047
C: -1.242 1.623 2.397  -0.442
C: -0.216 1.529 3.585  -0.737
C: -0.119 0.076 4.330  -0.096
Cl: 1.433 2.303 3.408  0.618
C: -2.712 2.064 -0.358  -0.366
C: -3.852 1.072 -0.813  -0.101
F: -2.499 2.981 -1.472  -0.096
H: 2.522 -1.605 3.180  0.117
H: 3.137 -1.999 1.501  0.109
H: 3.353 -0.250 2.252  0.111
H: 1.728 -0.178 -0.285  0.102
H: 2.159 1.085 0.959  0.064
H: -1.277 -1.158 1.691  0.075
H: -2.672 -1.009 0.526  0.083
H: -1.621 -2.439 -1.034  0.143
H: 0.053 -1.716 -0.914  0.087
H: -1.388 -3.596 1.291  0.127
H: 0.413 -3.213 1.331  0.099
H: -1.114 -5.116 -0.679  0.125
H: 0.329 -5.425 0.477  0.128
H: 1.442 -5.412 -1.657  0.124
H: 0.421 -4.040 -2.342  0.097
H: 1.979 -2.547 -1.376  0.042
H: 2.212 -3.483 0.028  0.057
H: -0.359 1.807 -2.598  0.104
H: 0.748 0.411 -2.172  0.056
H: 1.434 -1.079 -3.550  0.080
H: 0.860 -1.331 -5.263  0.118
H: 0.290 -2.482 -3.881  0.076
H: -0.782 4.044 0.082  0.085
H: 0.691 3.654 1.095  0.050
H: 0.521 3.752 -2.100  0.158
H: 3.051 3.332 -2.033  0.119
H: 2.336 1.746 -1.444  0.055
H: 3.108 2.990 -0.241  0.107
H: 1.960 5.000 0.016  0.099
H: -2.140 0.932 2.655  0.103
H: -1.713 2.708 2.424  -0.320
H: -0.695 2.169 4.431  0.094
H: -0.621 -0.758 3.745  0.068
H: 0.990 -0.124 4.566  0.081
H: -0.638 0.101 5.361  0.105
H: -3.141 2.707 0.510  0.031
H: -3.573 0.280 -1.579  0.089
H: -4.742 1.656 -1.257  0.117
H: -4.260 0.509 0.112  0.092
In: -2.577 4.036 2.637  1.198

Entry 3:
The following is a DFT calculation (ωB97M-V with the def2-TZVPD basis set) of 2 unconnected molecules or ions with the total composition C3H9NO2P at a distorted geometry.

The value obtained for the energy relative to the best compared isomer or geometry (same formula, charge and spin) is 28.7 kcal per mole. The value obtained for the calculated total energy is -18132.364 eV. The value obtained for the HOMO energy is -4.00 eV. The LUMO energy is 0.153 Ha. For the largest force on an atom, the calculation gives 3.49 eV/Å. As for the total charge: -1. The value obtained for the HOMO-LUMO gap is 8.17 eV.

Each line ends with the Löwdin charge.
Cartesian coordinates (Å):
C: -1.742 -1.297 -0.600  -0.221
C: 0.695 2.040 -0.261  -0.234
C: -1.002 -1.087 0.697  -0.233
N: 1.155 0.767 -0.803  -0.207
O: 2.225 -1.509 0.048  -0.409
O: 1.842 0.311 1.739  -0.410
P: 1.383 -0.427 0.549  0.370
H: -1.259 -2.007 -1.221  0.042
H: -2.650 -1.744 -0.225  0.041
H: -2.029 -0.462 -1.207  0.043
H: 0.306 2.584 -1.039  0.016
H: 0.021 1.901 0.585  0.055
H: 1.530 2.628 0.244  0.079
H: -1.091 -2.017 1.271  0.024
H: -1.460 -0.425 1.421  0.012
H: 2.074 0.743 -1.198  0.033

Entry 4:
The following is a DFT calculation (ωB97M-V with the def2-TZVPD basis set) of a molecular structure, C33H40ClIN3O3Si2TcTe.

Its multiplicity is 4. The value obtained for the energy relative to the best compared isomer or geometry (same formula, charge and spin) is 2.3 kcal per mole. The value obtained for the calculated total energy is -91351.645 eV. The value obtained for the HOMO energy (alpha / beta) is -9.80 / -9.83 eV. The LUMO energy (alpha / beta) is -0.092 / -0.190 Ha. For the largest force on an atom, the calculation gives 0.30 eV/Å. As for the total charge: +1. The value obtained for the HOMO-LUMO gap (alpha / beta) is 7.29 / 4.66 eV.

Each line ends with the Mulliken spin population.
Cartesian coordinates (Å):
Tc: 1.288 1.269 0.785  1.865
O: -0.367 0.735 1.903  0.007
C: -1.582 1.105 1.645  0.099
C: -2.590 0.697 2.558  -0.002
C: -3.909 1.002 2.366  0.007
C: -4.339 1.727 1.240  0.021
C: -3.396 2.130 0.336  -0.003
C: -2.018 1.838 0.495  0.003
C: -1.167 2.327 -0.558  0.026
N: 0.103 2.175 -0.645  -0.074
C: 0.836 2.671 -1.823  0.025
C: 2.183 1.946 -1.891  -0.010
N: 2.727 1.992 -0.532  -0.030
C: 3.698 2.777 -0.252  0.002
C: 3.984 3.229 1.090  0.002
C: 5.250 3.773 1.370  -0.008
C: 5.526 4.347 2.587  0.015
C: 4.503 4.428 3.539  -0.004
C: 3.244 3.937 3.279  0.023
C: 2.954 3.314 2.054  0.009
O: 1.717 2.874 1.863  0.058
H: -2.261 0.143 3.427  -0.001
H: -4.637 0.684 3.102  0.000
H: -5.382 1.970 1.101  0.001
H: -3.695 2.706 -0.533  0.002
H: -1.680 2.842 -1.376  0.004
H: 1.010 3.743 -1.698  0.001
H: 0.255 2.516 -2.737  -0.001
H: 2.845 2.442 -2.605  -0.002
H: 2.049 0.903 -2.180  -0.003
H: 4.283 3.200 -1.072  -0.002
H: 6.013 3.730 0.604  -0.001
H: 6.506 4.748 2.798  0.001
H: 4.698 4.896 4.495  0.000
H: 2.446 4.018 4.004  0.001
Cl: 5.652 -4.056 1.541  0.001
C: 4.389 -2.997 1.004  0.013
C: 3.793 -3.212 -0.202  -0.008
C: 2.748 -2.369 -0.646  0.017
I: 1.872 -2.740 -2.494  0.019
C: 2.300 -1.314 0.107  -0.010
O: 1.274 -0.547 -0.213  0.154
C: 2.983 -1.067 1.338  0.002
N: 2.571 0.045 2.016  -0.020
C: 3.077 0.303 3.197  0.010
C: 4.070 -0.512 3.777  -0.005
C: 4.538 -1.592 3.091  0.004
C: 3.993 -1.904 1.822  -0.005
H: 4.113 -4.042 -0.815  -0.002
H: 2.710 1.190 3.696  -0.005
H: 4.460 -0.256 4.751  0.000
H: 5.316 -2.219 3.502  0.000
C: -2.026 0.889 -4.554  0.018
Si: -3.237 -0.447 -4.082  0.043
C: -4.950 -0.066 -4.671  0.005
C: -2.644 -2.101 -4.690  0.019
C: -3.279 -0.498 -2.182  0.053
Te: -1.398 -0.929 -1.373  0.559
C: -1.790 -2.948 -1.007  0.054
Si: -2.300 -3.281 0.812  0.005
C: -3.789 -2.237 1.188  0.004
C: -0.842 -2.836 1.870  0.021
C: -2.696 -5.088 0.909  0.004
H: -1.981 0.997 -5.638  0.000
H: -1.012 0.654 -4.214  -0.001
H: -2.308 1.859 -4.138  0.001
H: -4.982 0.006 -5.759  0.001
H: -5.300 0.884 -4.263  0.000
H: -5.653 -0.843 -4.369  0.000
H: -2.578 -2.093 -5.779  0.000
H: -3.317 -2.913 -4.409  0.003
H: -1.647 -2.341 -4.310  -0.005
H: -3.973 -1.248 -1.802  -0.010
H: -3.574 0.480 -1.794  0.004
H: -0.861 -3.480 -1.217  0.012
H: -2.553 -3.236 -1.730  -0.004
H: -3.594 -1.165 1.101  0.013
H: -4.103 -2.414 2.219  -0.001
H: -4.630 -2.492 0.540  0.003
H: -0.521 -1.799 1.760  0.002
H: 0.012 -3.476 1.636  0.002
H: -1.084 -2.980 2.925  0.001
H: -3.511 -5.355 0.235  0.000
H: -3.003 -5.352 1.922  0.001
H: -1.830 -5.701 0.654  0.000